*w*
44
Properties=species:S:1:pos:R:3 method="wB97M-V/def2-TZVPD" gap_ev="6.3 / 6.3" lumo_energy_ev="4.10 / 4.10" spin_multiplicity=2 homo_ha="-0.08261 / -0.08031" charge=-2 s2=1.234
Co -0.27 -0.34 0.14
S -3.94 -5.70 3.50
C -3.07 -4.50 2.75
S -2.95 -2.89 3.33
C -1.93 -2.22 2.06
C -1.56 -3.09 1.09
S -0.55 -2.73 -0.26
S -2.19 -4.72 1.28
S -1.45 -0.56 2.14
N -0.46 2.15 0.61
C -0.78 3.16 -0.31
C -2.10 3.37 -0.71
C -2.39 4.33 -1.67
C -1.38 5.10 -2.24
C -0.07 4.90 -1.83
C 0.23 3.93 -0.88
S -1.75 6.25 -3.56
O -2.11 5.37 -4.67
O -0.52 7.00 -3.76
O -2.87 7.05 -3.07
H -1.17 1.96 1.30
H 0.45 2.26 1.03
H -2.89 2.76 -0.28
H -3.41 4.49 -2.00
H 0.71 5.51 -2.28
H 1.26 3.75 -0.58
N 2.79 0.14 0.17
C 1.65 -0.07 0.18
N -0.90 0.19 -1.65
C -0.67 0.47 -2.75
N -0.46 0.81 -4.00
C -0.30 -0.27 -4.98
C -1.60 -0.49 -5.72
O -2.06 0.71 -6.31
C -2.30 1.71 -5.31
C -1.03 2.05 -4.56
H 0.02 -1.18 -4.48
H 0.48 0.03 -5.69
H -2.35 -0.88 -5.02
H -1.47 -1.21 -6.53
H -3.06 1.35 -4.60
H -2.70 2.60 -5.80
H -1.23 2.76 -3.76
H -0.29 2.47 -5.24

*x*
44
Properties=species:S:1:pos:R:3 method="wB97M-V/def2-TZVPD" gap_ev="6.1 / 6.3" lumo_energy_ev="4.11 / 4.11" spin_multiplicity=2 homo_ha="-0.07415 / -0.08058" charge=-2 s2=0.965
Co -0.21 -0.40 0.24
S -2.92 -2.62 6.58
C -2.32 -2.10 5.10
S -2.72 -2.83 3.60
C -1.76 -1.81 2.56
C -1.05 -0.84 3.18
S -0.03 0.32 2.38
S -1.24 -0.79 4.92
S -1.76 -2.03 0.83
N -0.40 -1.24 -1.72
C 0.73 -1.53 -2.53
C 1.41 -2.73 -2.35
C 2.54 -3.01 -3.10
C 3.00 -2.10 -4.05
C 2.31 -0.91 -4.23
C 1.18 -0.62 -3.47
S 4.53 -2.44 -4.92
O 5.55 -2.31 -3.88
O 4.61 -1.41 -5.95
O 4.38 -3.80 -5.42
H -0.92 -2.07 -1.46
H -1.02 -0.54 -2.10
H 1.07 -3.43 -1.59
H 3.08 -3.94 -2.96
H 2.68 -0.21 -4.97
H 0.65 0.32 -3.60
N -0.75 2.35 -1.22
C -0.58 1.35 -0.65
N 1.90 -0.47 -0.05
C 2.93 -0.06 -0.33
N 4.11 0.46 -0.65
C 4.90 1.08 0.41
C 5.94 0.09 0.92
O 6.73 -0.40 -0.15
C 5.94 -1.09 -1.12
C 4.91 -0.16 -1.72
H 4.23 1.40 1.21
H 5.40 1.95 -0.01
H 5.43 -0.75 1.42
H 6.61 0.56 1.63
H 5.43 -1.93 -0.63
H 6.60 -1.46 -1.89
H 4.26 -0.68 -2.41
H 5.40 0.65 -2.27

It turns out *x* is the most stable, with the second structure 66.6 kJ/mol higher.

*w*
18
Properties=species:S:1:pos:R:3 method="wB97M-V/def2-TZVPD" gap_ev="6.9 / 7.2" lumo_energy_ev="-0.38 / -0.17" spin_multiplicity=1 homo_ha="-0.26639 / -0.26964"
C -1.52 -1.18 0.20
C -0.11 0.75 1.16
C 1.07 0.98 0.16
C 0.19 -0.33 -1.54
C -1.32 0.21 0.45
N 1.22 -0.18 -0.63
O -0.67 -1.93 1.07
O -2.25 -1.81 -0.51
S -2.44 1.38 -0.20
H 0.23 -0.02 1.97
H -0.42 1.81 1.68
H 0.93 1.79 -0.44
H 1.98 1.14 0.69
H 0.02 -1.26 -2.07
H -0.07 0.45 -2.24
H 1.24 -1.02 -0.19
H -0.99 -2.91 1.13
H -3.61 0.72 -0.01

*x*
18
Properties=species:S:1:pos:R:3 method="wB97M-V/def2-TZVPD" gap_ev="6.6 / 6.6" lumo_energy_ev="-0.81 / -0.81" spin_multiplicity=1 homo_ha="-0.27195 / -0.27171"
C -0.86 -2.26 -0.29
C -0.71 -1.04 0.27
C -2.10 -1.64 0.19
C 0.40 2.47 -0.02
C -0.01 0.12 0.16
N -0.42 1.32 0.45
O 2.23 -0.09 1.17
O 1.74 -1.56 -0.84
S 1.76 -0.12 -0.51
H -0.55 -3.15 -0.79
H -2.71 -1.06 -0.47
H -2.66 -2.18 1.10
H 1.32 2.55 0.57
H 0.68 2.21 -1.05
H -0.22 3.32 0.15
H 0.66 0.35 -2.09
H 2.85 -0.76 1.37
H -1.40 1.51 0.64

It turns out *w* is the most stable, with the second structure 462.3 kJ/mol higher.

*w*
23
Properties=species:S:1:pos:R:3 method="wB97M-V/def2-TZVPD" gap_ev=9.0 lumo_energy_ev=0.06 spin_multiplicity=1 homo_ha=-0.32842 smiles="CC[C@H](C=O)CNC=O.O"
C 0.38 -0.03 -2.53
C -0.70 0.80 -1.84
C -0.66 0.71 -0.32
C -0.79 -0.71 0.24
N -1.19 -0.81 1.63
C -0.39 -1.18 2.63
O 0.83 -1.36 2.55
C 0.03 1.70 0.55
O 1.03 1.97 -0.15
H 0.36 0.14 -3.61
H 0.24 -1.11 -2.36
H 1.39 0.22 -2.16
H -1.69 0.46 -2.17
H -0.61 1.85 -2.13
H 0.16 -1.25 0.12
H -1.53 -1.26 -0.36
H -2.15 -0.62 1.86
H -0.91 -1.25 3.60
H -1.57 1.44 0.10
H 0.16 1.47 1.62
O 2.71 -0.64 0.66
H 2.82 0.31 0.71
H 2.06 -0.84 1.36

*x*
23
Properties=species:S:1:pos:R:3 method="wB97M-V/def2-TZVPD" gap_ev=10.1 lumo_energy_ev=0.85 spin_multiplicity=1 homo_ha=-0.34110 smiles="CC(=O)N(C)C.CC(=O)O"
O 2.64 2.52 0.84
C 2.14 1.45 0.48
N 0.99 1.41 -0.26
C 2.80 0.13 0.82
C 0.26 0.20 -0.59
C 0.29 2.64 -0.55
H 3.72 0.36 1.38
H 3.06 -0.44 -0.08
H 2.15 -0.50 1.46
H -0.63 0.09 0.05
H -0.06 0.24 -1.64
H 0.90 -0.69 -0.45
H 0.95 3.50 -0.33
H 0.00 2.68 -1.62
H -0.63 2.74 0.06
O -0.27 2.01 3.13
O 0.76 4.01 3.25
C -0.19 3.12 3.61
C -1.10 3.70 4.66
H 1.31 3.54 2.56
H -1.87 2.96 4.95
H -1.60 4.60 4.29
H -0.52 3.97 5.56

*y*
23
Properties=species:S:1:pos:R:3 method="wB97M-V/def2-TZVPD" gap_ev=9.2 lumo_energy_ev=0.54 spin_multiplicity=1 homo_ha=-0.31742 smiles="CC(C)NC[C@@H](O)C(=O)O"
C 1.45 1.10 1.95
C 0.10 0.52 1.52
C -0.90 1.62 1.15
N 0.25 -0.44 0.44
C 0.68 -0.04 -0.88
C -0.47 -0.48 -1.81
O 0.09 -1.18 -2.90
C -1.26 -1.48 -0.95
O -2.38 -1.37 -0.51
H 1.32 1.77 2.81
H 2.14 0.30 2.24
H 1.91 1.70 1.14
H -0.33 -0.04 2.36
H -0.52 2.24 0.31
H -1.86 1.20 0.85
H -1.06 2.29 2.00
H 0.88 1.03 -1.05
H 1.58 -0.61 -1.14
H -1.13 0.36 -2.07
H -0.54 -1.26 -3.62
H 0.56 -1.57 0.64
O -0.50 -2.83 -0.83
H 0.00 -2.84 -1.66

It turns out *x* is the most stable, with the second structure 220.0 kJ/mol higher.